i.
ORCA calculation (ωB97M-V with the def2-TZVPD basis set) on 2 unconnected molecules or ions with the total composition C2H7Br2NSi.

Computed properties:
- HOMO-LUMO gap: 7.3 eV
- E_LUMO: -1.075 eV
- Total charge: 0

Geometry (Å):
C -1.425 -0.301 0.344
C 0.105 0.240 -1.413
N -0.187 0.339 0.043
Si 1.081 0.620 1.123
Br 0.424 0.202 3.112
Br 2.633 -2.246 0.309
H -2.092 0.081 -0.493
H -1.378 -1.436 0.261
H -1.976 -0.021 1.324
H -0.330 1.029 -1.911
H 1.163 0.557 -1.432
H -0.017 -0.688 -1.738
H 1.999 1.625 0.471

Results of the natural (NBO) charge analysis, in e, for atoms 1 through 2:
1 C -0.431
2 C -0.374



ii.
ORCA calculation (ωB97M-V with the def2-TZVPD basis set) on 2 unconnected molecules or ions with the total composition C2H7Br2NSi.

Computed properties:
- HOMO-LUMO gap (alpha / beta): 3.3 / 3.3 eV
- E_LUMO (alpha / beta): -3.049 / -3.049 eV
- Total charge: 0

Geometry (Å):
C -0.501 -0.129 -0.530
C 1.434 0.276 0.776
N 0.581 -0.849 0.226
Si 0.865 -2.570 0.301
Br -0.950 -3.612 -0.227
Br 4.144 2.209 -0.454
H -1.380 -0.763 -0.422
H -0.708 0.701 0.108
H -0.338 0.119 -1.585
H 2.569 0.152 0.885
H 1.250 1.156 0.101
H 1.052 0.604 1.725
H 1.962 -3.220 0.989

Results of the natural (NBO) charge analysis, in e, for atoms 1 through 2:
1 C -0.403
2 C -0.459



Least stable = ii



i.
ORCA calculation (ωB97M-V with the def2-TZVPD basis set) on 2 unconnected molecules or ions with the total composition C2H6N2O2S.

Computed properties:
- HOMO-LUMO gap (alpha / beta): 7.7 / 7.1 eV
- E_LUMO (alpha / beta): -0.301 / -0.421 eV
- Total charge: 0

Geometry (Å):
C 0.464 0.958 -0.260
C -0.942 0.703 -0.336
N 1.295 -1.794 0.585
N -1.607 0.519 0.789
O 1.088 1.430 -1.394
O 1.099 0.812 0.805
S 0.523 -1.812 -0.827
H -1.305 0.566 -1.387
H 0.778 -2.408 1.322
H 1.636 -0.911 0.753
H -2.639 0.225 0.572
H 0.607 1.633 -2.162
H -0.998 0.081 1.542

Results of the natural (NBO) charge analysis, in e, for atoms 1 through 2:
1 C 0.679
2 C -0.091



ii.
ORCA calculation (ωB97M-V with the def2-TZVPD basis set) on a molecular structure, C2H6N2O2S.

Computed properties:
- HOMO-LUMO gap: 9.7 eV
- E_LUMO: -0.489 eV
- Total charge: 0

Geometry (Å):
C 0.934 1.853 1.690
C -0.350 2.065 1.739
N 1.033 -1.854 -0.870
N 0.518 -1.812 -1.981
O -1.274 -0.703 -0.592
O -2.143 -2.500 -2.047
S -1.595 -1.087 -1.930
H 1.485 1.167 2.395
H 1.617 2.488 1.114
H -1.013 1.560 2.324
H 0.560 -1.092 -0.212
H -0.732 2.473 0.860
H 0.959 -2.557 -2.489

Results of the natural (NBO) charge analysis, in e, for atoms 1 through 2:
1 C -0.378
2 C -0.378



Least stable = ii



i.
ORCA calculation (ωB97M-V with the def2-TZVPD basis set) on 2 unconnected molecules or ions with the total composition C2H6N2O2S.

Computed properties:
- HOMO-LUMO gap: 10.8 eV
- E_LUMO: 0.718 eV
- Total charge: 0

Geometry (Å):
C 0.460 1.147 -1.408
C 1.706 0.461 -1.513
N -0.561 1.639 -1.282
N -1.026 0.437 1.953
O -1.842 -1.929 1.561
O -0.449 -0.860 -0.199
S -1.594 -0.536 0.631
H 1.921 0.123 -2.512
H 1.730 -0.335 -0.836
H 2.578 1.178 -1.313
H -1.827 -2.690 0.915
H -0.254 0.052 2.497
H -0.842 1.313 1.505

Results of the natural (NBO) charge analysis, in e, for atoms 1 through 2:
1 C 0.338
2 C -0.729



ii.
ORCA calculation (ωB97M-V with the def2-TZVPD basis set) on a single C2H6N2O2S molecule.

Computed properties:
- HOMO-LUMO gap: 9.4 eV
- SMILES: CS/C(=N/O)NO
- E_LUMO: 0.832 eV
- Total charge: 0

Geometry (Å):
C -1.528 1.768 -1.247
C 0.018 -0.127 0.118
H -2.156 0.984 -1.702
H -2.070 2.707 -1.084
H -0.706 2.022 -1.913
H -0.022 -0.478 2.066
H 1.677 -2.053 0.805
H 1.357 -1.707 -1.984
N 0.228 -0.938 1.219
N 0.410 -0.394 -1.069
O 1.547 -1.334 1.445
O 1.047 -1.610 -1.087
S -0.890 1.348 0.417

Results of the natural (NBO) charge analysis, in e, for atoms 1 through 2:
1 C -0.724
2 C 0.176



Least stable = ii



i.
ORCA calculation (ωB97M-V with the def2-TZVPD basis set) on a molecular structure, C6H12N3O2.

Computed properties:
- HOMO-LUMO gap: 8.6 eV
- E_LUMO: -3.543 eV
- Total charge: +1

Geometry (Å):
C 0.286 1.314 -1.155
C 1.519 0.749 -1.466
C -0.766 0.531 -0.671
C 1.236 -1.388 -0.531
C -2.373 2.356 -0.436
C 1.961 -1.016 1.838
N 1.952 -0.380 -1.035
N -0.613 -0.815 -0.586
N -1.219 -1.603 0.489
O -1.865 0.982 -0.193
O 1.427 -1.848 0.732
H 0.129 2.348 -1.454
H 2.422 1.349 -1.653
H 1.137 -2.421 -1.024
H -3.460 2.303 -0.238
H -2.118 2.712 -1.497
H -1.693 2.894 0.313
H 1.987 -1.842 2.605
H 1.237 -0.283 2.252
H 2.993 -0.754 1.646
H -0.537 -2.296 0.783
H -2.112 -2.003 0.071
H -1.532 -0.888 1.210

Results of the natural (NBO) charge analysis, in e, for atoms 1 through 2:
1 C -0.510
2 C 0.174



ii.
ORCA calculation (ωB97M-V with the def2-TZVPD basis set) on a gas-phase ion, C6H12N3O2 (charge +1).

Computed properties:
- HOMO-LUMO gap: 9.1 eV
- SMILES: C[NH+](C)/N=C/C=C(/O)NC=O
- E_LUMO: -3.551 eV
- Total charge: +1

Geometry (Å):
C 1.865 1.703 0.130
C 0.570 1.198 0.035
C 2.970 0.890 -0.060
C 3.540 -1.433 -0.320
C -1.447 -0.765 1.169
C -2.066 0.335 -0.928
N 2.744 -0.365 -0.565
N 0.308 -0.037 -0.313
N -1.054 -0.492 -0.233
O 4.172 1.260 0.263
O 4.643 -1.352 0.162
H 2.014 2.719 0.448
H -0.226 1.883 0.316
H 3.086 -2.387 -0.626
H -1.607 0.175 1.694
H -2.360 -1.355 1.197
H -0.647 -1.313 1.664
H -1.743 0.526 -1.950
H -3.016 -0.195 -0.945
H -2.204 1.285 -0.415
H 1.774 -0.521 -0.859
H -1.020 -1.396 -0.724
H 4.794 0.488 0.250

Results of the natural (NBO) charge analysis, in e, for atoms 1 through 2:
1 C -0.457
2 C 0.116



Least stable = i